# 1
Entry from the Open Molecules 2025 dataset: 2 unconnected molecules or ions with the total composition C5H14NO2 in a non-equilibrium geometry (ωB97M-V/def2-TZVPD).

Atoms and positions in Å:
1 C -1.69704 2.00516 0.48426
2 C -0.81488 0.79400 0.30215
3 C 0.58461 1.15407 -0.18878
4 C 1.36846 0.03722 -0.96235
5 C 2.19148 -0.83945 -0.01924
6 O 1.92846 -0.94662 1.15284
7 N -0.70819 -0.01983 1.60853
8 H -2.60115 1.86091 1.08497
9 H -1.95010 2.49687 -0.44529
10 H -1.15171 2.73211 1.09907
11 H -1.29073 0.09006 -0.38737
12 H 1.09243 1.71579 0.60158
13 H 0.50716 1.91815 -0.96370
14 H 2.13797 0.52210 -1.56527
15 H 0.56194 -0.42355 -1.53035
16 H 3.08023 -1.37199 -0.39319
17 H -1.61888 0.04949 2.04617
18 H 0.07404 0.20378 2.20686
19 H -0.71691 -0.98047 1.28546
20 H -1.19912 -2.41422 -2.71693
21 H -2.55448 -1.77714 -2.49207
22 O -1.75591 -2.05637 -2.00401

Values from the calculation:
charge	+1
energy relative to the best compared isomer or geometry (same formula, charge and spin)	132.9	kJ/mol
Kohn-Sham gap	10.802	eV
lowest unoccupied orbital energy	-3.0187	eV

From a Löwdin analysis of the wavefunction, the atomic charges in e read: -0.038 -0.330 -0.153 -0.102 -0.211 0.041 0.239 0.091 0.099 0.099 0.132 0.134 0.126 0.121 0.109 0.132 0.160 0.156 0.160 0.051 0.056 -0.076


# 2
Entry from the Open Molecules 2025 dataset: 2 unconnected molecules or ions with the total composition C6H10 in a non-equilibrium geometry (ωB97M-V/def2-TZVPD).

Atoms and positions in Å:
1 C 0.77141 -1.39461 0.58606
2 C -0.47464 -1.50242 -0.05493
3 C 0.47806 3.50978 0.45746
4 C 0.61375 2.31047 -0.11558
5 C 0.51941 1.07669 0.55879
6 C 0.35709 -0.10709 -0.09833
7 H 1.60502 -1.90036 0.10370
8 H -2.57524 -5.39827 -2.11096
9 H 0.74649 -1.44421 1.66426
10 H -3.17689 -5.28956 -1.66926
11 H 0.67435 0.00414 -1.13755
12 H 0.63399 4.36581 -0.16944
13 H 0.12568 3.64135 1.47124
14 H 0.79008 2.33279 -1.17960
15 H 0.44779 1.08670 1.64221
16 H -1.53636 -1.29122 0.05193

Values from the calculation:
multiplicity	2
charge	+1
energy relative to the best compared isomer or geometry (same formula, charge and spin)	375.0	kJ/mol
Kohn-Sham gap (alpha / beta)	8.137 / 8.625	eV
lowest unoccupied orbital energy (alpha / beta)	-6.2740 / -6.2015	eV

From a Löwdin analysis of the wavefunction, the atomic charges in e read: -0.091 0.197 0.156 -0.121 0.034 -0.211 0.145 0.000 0.141 0.000 0.157 0.090 0.096 0.125 0.153 0.128


# 3
Entry from the Open Molecules 2025 dataset: 2 unconnected molecules or ions with the total composition C27H24Cl2O5 in a non-equilibrium geometry (ωB97M-V/def2-TZVPD).

Atoms and positions in Å:
1 Cl 4.02531 -2.37314 -3.83031
2 C 3.45349 -2.07963 -2.24521
3 C 4.30053 -1.48158 -1.29892
4 C 3.86840 -1.34023 0.01447
5 C 2.55496 -1.72827 0.42195
6 C 2.25496 -1.56415 1.80297
7 C 1.01389 -1.77025 2.47213
8 C 0.77774 -1.03060 3.67177
9 C -0.40321 -1.17131 4.39241
10 C -1.40371 -2.03452 3.91862
11 Cl -2.83919 -2.24220 4.82617
12 C -1.22066 -2.74199 2.72150
13 C -0.00500 -2.66525 2.04367
14 C 1.66842 -2.17926 -0.60698
15 C 2.14331 -2.43903 -1.89263
16 H 5.29530 -1.15755 -1.59900
17 H 4.52198 -0.86830 0.74472
18 H 3.03904 -1.08577 2.40066
19 H 1.51854 -0.29676 3.99060
20 H -0.55791 -0.62825 5.32523
21 H -2.02646 -3.36664 2.34488
22 H 0.16374 -3.28498 1.16642
23 H 0.60173 -2.26889 -0.41165
24 H 1.50137 -2.90675 -2.63576
25 C 4.58119 -0.37754 6.44769
26 C 3.69773 -1.54727 6.14219
27 O 4.21821 -2.08718 4.89039
28 C 3.67057 -3.27716 4.60055
29 C 4.25424 -3.94242 3.40137
30 C 5.66127 -3.73539 3.06416
31 C 6.33956 -4.70838 2.10800
32 C 5.77795 -5.01944 0.86812
33 C 6.45304 -5.85547 -0.03620
34 C 7.69516 -6.40818 0.31032
35 C 8.26879 -6.08922 1.54935
36 C 7.61415 -5.20621 2.42251
37 O 6.34111 -2.80389 3.51814
38 C 3.74964 -5.33056 3.28393
39 O 4.42993 -6.32628 3.03416
40 O 2.43668 -5.46925 3.53362
41 C 1.99289 -6.83289 3.32957
42 C 0.66090 -6.90676 4.00902
43 O 2.80615 -3.75402 5.32686
44 H 4.19895 0.21450 7.27508
45 H 5.57496 -0.72210 6.73049
46 H 4.67001 0.26811 5.57310
47 H 3.73273 -2.31250 6.93270
48 H 2.64918 -1.25833 5.98381
49 H 4.81213 -4.58211 0.61520
50 H 5.98718 -6.07362 -1.00499
51 H 8.19114 -7.10261 -0.37296
52 H 9.23525 -6.53026 1.83387
53 H 8.08551 -4.92534 3.36982
54 H 1.91368 -6.99905 2.24633
55 H 2.70909 -7.55754 3.74048
56 H 0.22251 -7.89954 3.91851
57 H 0.77325 -6.68648 5.07250
58 H -0.02497 -6.18161 3.56006

Values from the calculation:
charge	0
Kohn-Sham gap	3.999	eV
lowest unoccupied orbital energy	-3.2436	eV

From a Löwdin analysis of the wavefunction, the atomic charges in e read: 0.739 -0.654 -0.072 0.016 -0.180 0.117 -0.180 0.012 -0.070 -0.650 0.736 -0.072 0.012 0.012 -0.075 0.118 0.132 0.132 0.126 0.117 0.114 0.110 0.107 0.114 -0.075 -0.223 -0.028 -0.476 0.018 -0.328 -0.161 -0.052 -0.086 -0.101 -0.084 -0.020 0.042 -0.455 0.069 -0.027 -0.225 -0.076 0.065 0.073 0.083 0.077 0.130 0.104 0.107 0.097 0.096 0.102 0.119 0.126 0.125 0.074 0.085 0.067


# 4
Entry from the Open Molecules 2025 dataset: 7 unconnected molecules or ions with the total composition H16O8 in a non-equilibrium geometry (ωB97M-V/def2-TZVPD).

Atoms and positions in Å:
1 H -0.78996 -0.71198 -0.75833
2 H 0.53534 -0.35417 -0.10595
3 H 2.81009 0.02527 0.63391
4 H 3.21453 0.57109 -0.72571
5 H -1.69675 1.38488 3.31776
6 H -2.58638 2.17602 4.26258
7 H 1.77853 -3.00983 2.52673
8 H 1.64585 -1.76338 3.38625
9 H 1.35331 -1.21959 -4.68019
10 H 2.17829 -1.71993 -3.50584
11 H -3.29141 0.12842 -2.97795
12 H -2.86409 -1.12640 -2.23441
13 H -1.34063 2.70340 -0.70865
14 H -0.15272 2.33236 -1.58115
15 H 0.17627 1.02445 0.87574
16 H -0.24667 -0.07956 1.83091
17 O -0.30783 -0.78548 0.07302
18 O 2.44554 0.42699 -0.16278
19 O -2.62193 1.54107 3.53832
20 O 1.97736 -2.66820 3.40579
21 O 2.20602 -1.10338 -4.24617
22 O -2.94441 -0.17158 -2.13026
23 O -0.91098 1.94854 -1.12649
24 O -0.56735 0.45098 1.09288

Values from the calculation:
charge	0
energy relative to the best compared isomer or geometry (same formula, charge and spin)	816.1	kJ/mol
Kohn-Sham gap	5.901	eV
lowest unoccupied orbital energy	-0.0355	eV

From a Löwdin analysis of the wavefunction, the atomic charges in e read: 0.042 0.015 0.054 0.058 -0.002 0.027 0.034 0.021 0.033 0.031 0.036 0.034 0.054 0.046 0.036 0.067 -0.130 -0.041 -0.073 -0.057 -0.066 -0.055 -0.041 -0.121


# 5
Entry from the Open Molecules 2025 dataset: C2H3NOS in the gas phase in a non-equilibrium geometry (ωB97M-V/def2-TZVPD).

Atoms and positions in Å:
1 O 2.66703 0.53005 0.27101
2 C 1.66776 0.43433 -0.43295
3 N 0.53519 -0.05818 0.19202
4 C -0.62099 -0.39549 -0.44809
5 S -2.07648 -0.25790 0.22928
6 H 1.58554 0.53287 -1.51372
7 H 0.67289 0.06755 1.18850
8 H -0.39794 -0.54023 -1.56911

Values from the calculation:
charge	0
energy relative to the best compared isomer or geometry (same formula, charge and spin)	39.5	kJ/mol
Kohn-Sham gap	8.762	eV
lowest unoccupied orbital energy	-0.4744	eV
SMILES	O=CNC=S

From a Löwdin analysis of the wavefunction, the atomic charges in e read: 0.038 -0.290 -0.039 -0.745 0.654 0.133 0.147 0.101


# 6
Entry from the Open Molecules 2025 dataset: C8H8ClNO in the gas phase in a non-equilibrium geometry (ωB97M-V/def2-TZVPD).

Atoms and positions in Å:
1 C 2.04835 2.19276 0.43640
2 C 1.15363 1.74668 -0.08707
3 C -0.06169 1.20211 -0.69566
4 N -0.18628 -0.22627 -0.50847
5 C 1.06023 -1.01529 -0.59612
6 C 1.55629 -1.29386 0.74767
7 C 2.04187 -1.42871 1.92796
8 C -1.30734 -0.96596 -0.32329
9 O -1.37094 -2.15946 -0.09853
10 C -2.71702 -0.14891 -0.28042
11 Cl -2.85169 0.78608 1.27441
12 H 2.99048 2.77922 0.89580
13 H -0.09712 1.28175 -1.89296
14 H -0.82495 1.80739 -0.26235
15 H 0.62182 -2.03521 -1.09674
16 H 1.76639 -0.44637 -0.97480
17 H 2.34721 -1.68227 2.97635
18 H -2.64684 0.61511 -1.29301
19 H -3.52239 -1.00879 -0.14918

Values from the calculation:
charge	0
energy relative to the best compared isomer or geometry (same formula, charge and spin)	656.8	kJ/mol
Kohn-Sham gap	10.215	eV
lowest unoccupied orbital energy	0.5866	eV
SMILES	C#CCN(CC#C)C(=O)CCl

From a Löwdin analysis of the wavefunction, the atomic charges in e read: 0.094 -0.170 -0.176 -0.089 -0.154 -0.101 0.120 -0.531 0.047 -0.467 0.514 0.118 0.178 0.077 0.189 0.058 0.043 0.143 0.106


# 7
Entry from the Open Molecules 2025 dataset: a molecular structure, C25H37AuN5P2 in a non-equilibrium geometry (ωB97M-V/def2-TZVPD).

Atoms and positions in Å:
1 C -3.53833 -3.67457 -0.62277
2 C -2.28820 -3.09660 -0.77503
3 C -2.08580 -2.10978 -1.79860
4 C -3.23466 -1.62530 -2.54025
5 C -4.50066 -2.22246 -2.31099
6 C -4.63895 -3.23661 -1.37533
7 C -3.03672 -0.57407 -3.45518
8 C -1.72601 -0.25654 -3.86447
9 C -0.62997 -0.82353 -3.11368
10 C 0.71219 -0.50949 -3.50837
11 C 0.94534 0.30053 -4.61151
12 C -0.12436 0.85862 -5.32820
13 C -1.43763 0.58422 -4.97212
14 H -3.66495 -4.44258 0.14542
15 H -5.33222 -1.86890 -2.92910
16 H -5.61654 -3.68326 -1.20694
17 H -3.89970 -0.01527 -3.87035
18 H 1.97469 0.55493 -4.88320
19 H 0.07285 1.54024 -6.15491
20 H -2.29914 0.97715 -5.52680
21 N -0.84152 -1.65081 -2.06191
22 Au 0.33664 -0.11866 0.47549
23 C -1.11781 -3.49369 0.11177
24 H -0.23972 -3.76748 -0.49431
25 H -1.40290 -4.35157 0.74706
26 C 1.86116 -1.10606 -2.71369
27 H 1.70198 -2.17057 -2.47336
28 H 2.81399 -0.98804 -3.26138
29 P -0.64950 -2.11422 1.19990
30 P 2.04579 -0.21020 -1.13652
31 C 2.56317 1.44299 -1.69201
32 H 2.83547 2.07966 -0.83843
33 H 3.42958 1.35985 -2.36725
34 H 1.72998 1.91900 -2.23142
35 C 3.45624 -0.97901 -0.29895
36 H 4.35266 -0.95657 -0.93494
37 H 3.66510 -0.44407 0.63785
38 H 3.18751 -2.01606 -0.04419
39 C -2.14898 -1.84321 2.18401
40 H -2.45513 -2.75879 2.71948
41 H -1.97987 -1.03530 2.91064
42 H -2.96531 -1.53319 1.51489
43 C 0.59406 -2.82666 2.31823
44 H 0.80997 -2.10484 3.12002
45 H 0.26193 -3.77665 2.76666
46 H 1.52369 -2.99400 1.75158
47 H -2.60830 0.64574 -1.58210
48 H -2.13594 0.98905 -1.09480
49 C 0.03102 1.40934 3.22605
50 N 0.74642 1.56116 1.90331
51 C 2.22334 1.50936 2.18185
52 N 2.65222 2.53959 3.11056
53 C 1.90329 2.36335 4.38794
54 N 0.43086 2.44988 4.19126
55 C 0.14228 3.77939 3.59930
56 N 0.82945 3.99589 2.29653
57 C 0.41743 2.92322 1.36272
58 C 2.28996 3.86606 2.54847
59 H 0.28293 0.42536 3.64175
60 H -1.04930 1.48795 3.05535
61 H 2.76303 1.64877 1.23889
62 H 2.45480 0.52203 2.60292
63 H 2.20866 3.17384 5.06478
64 H 2.14665 1.37486 4.80671
65 H -0.93947 3.87179 3.44058
66 H 0.49827 4.54156 4.30502
67 H 0.94930 3.06307 0.41367
68 H -0.66970 2.98667 1.21316
69 H 2.59253 4.62761 3.28214
70 H 2.82086 4.00585 1.59710

Values from the calculation:
multiplicity	3
charge	+1
Kohn-Sham gap (alpha / beta)	4.331 / 2.517	eV
lowest unoccupied orbital energy (alpha / beta)	-2.7188 / -6.6280	eV

From a Löwdin analysis of the wavefunction, the atomic charges in e read: -0.080 -0.262 -0.223 -0.191 -0.037 -0.095 -0.055 -0.189 -0.223 -0.263 -0.087 -0.095 -0.035 0.109 0.115 0.101 0.130 0.108 0.102 0.116 0.072 0.743 -0.286 0.094 0.104 -0.279 0.096 0.107 0.749 0.800 -0.218 0.026 0.076 0.065 -0.237 0.071 0.031 0.051 -0.226 0.076 0.033 0.062 -0.257 0.035 0.066 0.039 0.059 0.051 -0.171 -0.227 -0.213 -0.082 -0.138 -0.078 -0.148 -0.076 -0.160 -0.143 0.114 0.127 0.090 0.122 0.133 0.132 0.132 0.133 0.115 0.132 0.134 0.130